# 1
Computed, not measured: a molecular structure, C19H31NO2PdSSi at a distorted geometry, with wB97M-V/def2-TZVPD.

Each line ends with the Löwdin spin population.
Geometry (Å):
1 Pd 1.3638 -1.1182 0.9054  0.26
2 O -0.1077 -1.4266 5.1119  0.01
3 C 0.3161 -1.2128 3.9732  0.00
4 O 0.1676 -1.8402 2.9018  0.01
5 C 1.1901 0.0901 3.8494  0.01
6 C 1.4287 0.8723 4.9775  0.00
7 C 2.1797 2.0254 4.8406  0.00
8 C 2.6735 2.3759 3.5904  0.00
9 C 2.3889 1.5430 2.5207  0.01
10 N 1.6644 0.4319 2.6521  0.02
11 H 1.0102 0.5416 5.9161  0.00
12 H 2.3773 2.6531 5.7024  0.00
13 H 3.2661 3.2665 3.4324  0.00
14 H 2.7524 1.7635 1.5231  0.00
15 C -1.8698 -1.6534 -2.7840  0.01
16 C -0.5678 -1.8354 -1.9886  0.01
17 C 0.5594 -1.9889 -3.0200  0.00
18 C -0.6602 -3.1922 -1.2633  0.00
19 Si -0.1600 -0.3990 -0.7309  0.12
20 C 0.5020 1.1383 -1.7254  0.02
21 C 0.4496 2.3965 -0.8462  0.00
22 C -0.2586 1.4537 -3.0210  0.01
23 C 1.9816 0.9444 -2.0852  0.01
24 C -1.7797 0.1014 0.2288  0.03
25 C -1.4732 0.9188 1.4947  0.01
26 C -2.7718 0.9199 -0.6122  0.01
27 C -2.5044 -1.1562 0.7367  0.00
28 H -1.9742 -2.4853 -3.4930  0.00
29 H -1.8926 -0.7296 -3.3651  0.00
30 H -2.7552 -1.6676 -2.1486  0.00
31 H 0.3506 -2.8734 -3.6353  0.00
32 H 1.5320 -2.1349 -2.5576  0.00
33 H 0.6366 -1.1388 -3.6997  0.00
34 H -0.7247 -3.9887 -2.0162  0.00
35 H -1.5360 -3.2789 -0.6244  0.00
36 H 0.2166 -3.3847 -0.6444  0.00
37 H -0.5651 2.7398 -0.6469  0.00
38 H 0.9754 3.2138 -1.3567  0.00
39 H 0.9394 2.2406 0.1176  0.00
40 H -1.3210 1.6415 -2.8557  0.00
41 H -0.1780 0.6581 -3.7620  0.00
42 H 0.1636 2.3591 -3.4775  0.00
43 H 2.5831 0.7304 -1.2009  0.00
44 H 2.3576 1.8643 -2.5522  0.00
45 H 2.1534 0.1263 -2.7845  0.00
46 H -0.9869 1.8733 1.2970  0.00
47 H -0.8463 0.3535 2.1805  0.00
48 H -2.4171 1.1311 2.0121  0.00
49 H -2.3803 1.8991 -0.8905  0.00
50 H -3.6776 1.0968 -0.0170  0.00
51 H -3.0819 0.4186 -1.5290  0.00
52 H -1.8428 -1.7992 1.3204  0.00
53 H -2.9458 -1.7436 -0.0680  0.00
54 H -3.3248 -0.8450 1.3951  0.00
55 S 3.8411 -1.9600 -1.1016  0.18
56 C 2.5825 -1.9299 -0.1758  0.27

Its net charge is -1. The calculation puts the relative energy (zero: lowest compared OMol25 entry of this formula, charge and spin) at 0.0 kcal per mole. Its expectation value of S² is 0.76. For the HOMO-LUMO gap (spin up / spin down), the calculation gives 5.970 / 7.764 eV. Its spin multiplicity is 2. The LUMO energy (spin up / spin down) comes out at 0.1034 / 0.0922 Ha.

# 2
Computed, not measured: a molecular structure, C19H32AlN2O2Yb at a distorted geometry, with wB97M-V/def2-TZVPD.

Each line ends with the natural charge from an NBO analysis.
Geometry (Å):
1 C 0.2761 -2.8295 -3.0614  -0.72
2 C 0.9477 -4.0417 -2.4670  0.68
3 O 0.4514 -5.1423 -2.5709  -0.60
4 N 2.1676 -3.8544 -1.8457  -0.61
5 C 2.4286 -2.6267 -1.0801  -0.22
6 C 1.5596 -2.4700 0.1616  -0.41
7 C 2.1572 -1.5141 1.1858  -0.39
8 C 1.3321 -1.4029 2.4906  -0.99
9 Al 0.4533 0.3462 2.8258  1.40
10 C 1.2434 1.8522 1.7246  -0.96
11 C 0.4788 3.1647 1.8803  -0.43
12 C 0.4787 4.0228 0.6532  0.70
13 O 1.2079 4.9392 0.4307  -0.48
14 N -0.6029 3.6338 -0.2617  -0.78
15 C -0.2381 2.9837 -1.5028  0.22
16 C 1.0463 2.5255 -1.7674  -0.29
17 C 1.3144 1.8934 -2.9776  -0.16
18 C 0.3152 1.7211 -3.9248  -0.22
19 C -0.9684 2.1846 -3.6531  -0.18
20 C -1.2470 2.8073 -2.4450  -0.28
21 C -1.5703 0.4672 2.2958  -0.87
22 C -2.4449 -0.7743 2.2456  -0.25
23 C -1.9471 -1.7628 1.1847  -0.61
24 C -3.9093 -0.4037 1.9150  -0.54
25 H 0.9457 -1.9975 -3.2589  0.21
26 H -0.4860 -2.4862 -2.3580  0.22
27 H -0.2291 -3.1397 -3.9715  0.25
28 H 2.3200 -4.6718 -1.2631  0.39
29 H 2.2816 -1.7840 -1.7535  0.19
30 H 3.4818 -2.6412 -0.8022  0.21
31 H 1.4259 -3.4492 0.6269  0.20
32 H 0.5870 -2.0840 -0.1514  0.18
33 H 3.1626 -1.8703 1.4257  0.20
34 H 2.2924 -0.5386 0.7087  0.18
35 H 2.0203 -1.4980 3.3353  0.24
36 H 0.6713 -2.2681 2.5747  0.21
37 H 0.5365 0.7808 4.3795  -0.39
38 H 2.2748 2.0440 2.0228  0.25
39 H 1.2451 1.5307 0.6815  0.21
40 H 0.8304 3.6963 2.7617  0.26
41 H -0.5867 2.9323 1.9863  0.04
42 H -1.0363 4.5143 -0.5325  0.40
43 H 1.8480 2.6564 -1.0554  0.23
44 H 2.3220 1.5556 -3.1731  0.23
45 H 0.5303 1.2335 -4.8642  0.23
46 H -1.7532 2.0646 -4.3865  0.23
47 H -2.2516 3.1542 -2.2348  0.20
48 H -1.6698 1.0152 1.3331  0.12
49 H -2.0047 1.0925 3.1083  0.08
50 H -2.4489 -1.2307 3.2362  0.23
51 H -1.2940 -2.5207 1.6003  0.25
52 H -1.4227 -1.2294 0.3921  0.21
53 H -2.7845 -2.2815 0.7170  0.22
54 H -4.6481 -1.0236 2.4148  0.26
55 H -4.1197 0.6543 2.1644  0.04
56 H -4.0630 -0.4796 0.8361  0.23
57 Yb -2.9080 2.5500 2.0635  1.76

Its net charge is +1. The calculation puts the relative energy (zero: lowest compared OMol25 entry of this formula, charge and spin) at 0.0 kcal per mole. For the HOMO-LUMO gap, the calculation gives 5.058 eV. The LUMO energy comes out at -0.2185 Ha.

# 3
Computed, not measured: 5 unconnected molecules or ions with the total composition C19H32B2N6O, with wB97M-V/def2-TZVPD.

Each line ends with the natural charge from an NBO analysis.
Geometry (Å):
1 C -0.7780 2.0011 1.0217  -0.40
2 N -0.0613 2.4622 -0.1551  -0.68
3 C -0.6060 1.8616 -1.3677  -0.40
4 B 1.3496 2.6397 -0.0313  0.75
5 O 1.9824 3.2776 -1.0951  -0.89
6 B 2.2396 2.0960 1.3436  0.34
7 C 2.3582 0.5519 1.6050  -0.60
8 N 2.5481 -0.2620 0.3794  -0.83
9 H -0.4490 2.5277 1.9188  0.21
10 H -1.8483 2.1984 0.9197  0.20
11 H -0.6589 0.9204 1.1856  0.17
12 H -1.5879 2.2730 -1.6180  0.19
13 H -0.7256 0.7785 -1.2344  0.17
14 H 0.0577 2.0305 -2.2117  0.21
15 H 2.9292 3.1251 -1.1197  0.49
16 H 2.8143 2.8604 2.0689  -0.07
17 H 3.1546 0.2927 2.3081  0.21
18 H 1.4361 0.2075 2.0900  0.23
19 H 3.3073 0.0873 -0.1918  0.35
20 H 1.7132 -0.2858 -0.1943  0.36
21 N -4.1773 0.6972 2.3387  -0.52
22 C -3.3074 0.2218 3.2828  -0.08
23 C -3.7212 0.6826 4.5031  -0.30
24 C -4.8874 1.4679 4.2863  -0.29
25 C -5.1418 1.4606 2.9416  -0.09
26 H -4.0920 0.5347 1.3513  0.41
27 H -2.4735 -0.4010 3.0069  0.21
28 H -3.2429 0.4821 5.4469  0.22
29 H -5.4690 1.9813 5.0332  0.22
30 H -5.9203 1.9345 2.3683  0.21
31 N 4.8410 -3.8165 1.4748  -0.51
32 C 4.7636 -2.4602 1.6338  -0.09
33 C 5.9911 -2.0251 2.0617  -0.31
34 C 6.8388 -3.1631 2.1617  -0.31
35 C 6.0980 -4.2538 1.7925  -0.08
36 H 4.0862 -4.4010 1.1675  0.41
37 H 3.8533 -1.9216 1.4231  0.24
38 H 6.2555 -1.0036 2.2809  0.21
39 H 7.8711 -3.1785 2.4691  0.22
40 H 6.3602 -5.2959 1.7284  0.21
41 N -5.7916 -1.1889 -0.4297  -0.51
42 C -5.0118 -2.2773 -0.7148  -0.09
43 C -5.2727 -2.6505 -2.0056  -0.29
44 C -6.2537 -1.7560 -2.5163  -0.31
45 C -6.5555 -0.8682 -1.5192  -0.08
46 H -5.8345 -0.7209 0.4574  0.41
47 H -4.3450 -2.6941 0.0207  0.21
48 H -4.8158 -3.4751 -2.5264  0.22
49 H -6.6874 -1.7664 -3.5020  0.22
50 H -7.2422 -0.0396 -1.4952  0.21
51 N 2.1995 1.7815 -3.8314  -0.52
52 C 3.1939 0.8872 -3.5480  -0.09
53 C 3.1287 -0.1253 -4.4690  -0.29
54 C 2.0491 0.1721 -5.3440  -0.31
55 C 1.4979 1.3542 -4.9234  -0.08
56 H 2.0031 2.6135 -3.2995  0.43
57 H 3.8704 1.0411 -2.7238  0.20
58 H 3.7824 -0.9802 -4.5129  0.22
59 H 1.7171 -0.4144 -6.1842  0.22
60 H 0.6668 1.9210 -5.3071  0.21

Its net charge is 0. For the HOMO-LUMO gap, the calculation gives 7.840 eV. The SMILES is CN(C)B(O)BCN.c1cc[nH]c1.c1cc[nH]c1.c1cc[nH]c1.c1cc[nH]c1. The LUMO energy comes out at -0.0098 Ha.

# 4
Computed, not measured: a molecular structure, C19H32Br6O9 at a distorted geometry, with wB97M-V/def2-TZVPD.

Each line ends with the natural charge from an NBO analysis.
Geometry (Å):
1 C 2.2638 1.5125 -4.9965  -0.62
2 C 3.3951 2.5144 -4.7900  0.06
3 C 3.1436 3.4105 -3.5702  -0.10
4 O 4.4297 3.5132 -2.9540  -0.50
5 C 5.2370 2.5824 -3.4797  0.97
6 O 6.4029 2.4862 -3.2625  -0.56
7 O 4.5099 1.7581 -4.2926  -0.50
8 H 1.3882 2.0590 -5.3561  0.21
9 H 2.0134 0.9747 -4.0831  0.22
10 H 2.5625 0.7477 -5.7133  0.23
11 H 3.5952 3.0735 -5.7069  0.19
12 H 2.4337 2.9004 -2.9183  0.19
13 H 2.7281 4.3844 -3.8248  0.20
14 C 0.5054 -3.1476 2.7352  -0.63
15 C -0.6814 -3.9359 2.2308  0.07
16 C -1.1789 -5.0776 3.0881  -0.10
17 O -2.5846 -5.0854 2.9072  -0.49
18 C -2.9687 -3.8474 2.4482  0.98
19 O -4.0679 -3.4630 2.2380  -0.57
20 O -1.8668 -3.1267 2.2398  -0.51
21 H 0.6505 -2.3861 1.9685  0.24
22 H 1.3474 -3.8351 2.8154  0.22
23 H 0.3792 -2.6478 3.6941  0.22
24 H -0.4995 -4.2738 1.2064  0.19
25 H -0.9309 -4.9647 4.1507  0.18
26 H -0.8574 -6.0784 2.7876  0.20
27 C -2.3151 -3.8024 -1.3632  -0.73
28 C -3.5193 -3.0058 -1.7561  0.59
29 O -4.3627 -3.5097 -2.4662  -0.54
30 C -3.5828 -1.5701 -1.3561  -0.73
31 H -2.1511 -3.6603 -0.2918  0.21
32 H -1.4365 -3.5949 -1.9680  0.24
33 H -2.6125 -4.8507 -1.4390  0.24
34 H -4.5545 -1.2196 -1.7156  0.24
35 H -2.8706 -1.0274 -1.9787  0.23
36 H -3.4993 -1.3707 -0.2910  0.25
37 C -4.5642 -0.1874 2.8937  -0.72
38 C -3.2455 0.5569 2.7246  0.62
39 O -2.8591 0.8112 1.6083  -0.58
40 C -2.5204 0.9202 3.9850  -0.73
41 H -4.9650 -0.4340 1.9150  0.24
42 H -5.2933 0.4120 3.4407  0.22
43 H -4.3462 -1.1005 3.4505  0.24
44 H -1.8191 1.7088 3.7017  0.24
45 H -1.8672 0.1370 4.3717  0.24
46 H -3.3015 1.1661 4.7006  0.23
47 C 6.4746 2.0540 0.5693  -0.73
48 C 5.5547 1.0780 -0.1287  0.60
49 O 6.0014 0.1154 -0.7069  -0.54
50 C 4.0739 1.3790 -0.0146  -0.74
51 H 6.3418 3.0762 0.2009  0.23
52 H 7.5179 1.7734 0.4535  0.24
53 H 6.2322 2.1658 1.6312  0.22
54 H 3.7341 1.4314 1.0105  0.24
55 H 3.6089 0.7463 -0.7753  0.24
56 H 3.9131 2.3555 -0.4850  0.23
57 C -3.9934 4.1658 -0.1043  -0.48
58 Br -3.4121 3.4132 -1.8076  0.08
59 Br -2.5094 4.3191 1.1492  0.08
60 Br -5.5330 3.2027 0.5712  0.10
61 H -4.2990 5.1670 -0.3693  0.22
62 C 0.0424 1.4859 0.2904  -0.47
63 Br -0.5929 0.2194 -1.0661  0.07
64 Br 1.0661 2.9483 -0.5194  0.07
65 Br 0.9882 0.5514 1.7063  0.08
66 H -0.8730 1.9260 0.6667  0.25

Its net charge is 0. The calculation puts the relative energy (zero: lowest compared OMol25 entry of this formula, charge and spin) at 0.0 kcal per mole. For the HOMO-LUMO gap, the calculation gives 8.910 eV. The LUMO energy comes out at -0.0145 Ha.

# 5
Computed, not measured: a molecular structure, C19H32HgO10 at a distorted geometry, with wB97M-V/def2-TZVPD.

Each line ends with the natural charge from an NBO analysis.
Geometry (Å):
1 Hg 14.8152 36.3128 -7.1118  1.66
2 C 15.5766 39.8918 -6.5708  -0.64
3 C 15.5810 39.5402 -8.0590  -0.03
4 O 15.1317 38.2308 -8.3402  -1.00
5 H 16.3240 39.3063 -6.0352  0.19
6 H 14.5807 39.7792 -6.1423  0.19
7 H 15.6821 40.9744 -6.5004  0.19
8 H 16.6152 39.7182 -8.3541  0.10
9 H 14.9670 40.2276 -8.6409  0.13
10 C 13.5672 33.6479 -8.8449  -0.20
11 O 13.5009 34.9179 -8.3795  -1.00
12 H 14.5889 33.3460 -9.0752  0.11
13 H 13.3034 33.0250 -7.9902  0.11
14 H 12.9162 33.3379 -9.6623  0.13
15 O 17.0909 35.7063 -7.8137  -0.63
16 C 18.1233 35.7710 -8.5404  0.82
17 O 19.1825 35.0204 -8.3474  -0.49
18 C 20.1463 35.0041 -9.3915  -0.07
19 C 19.3678 35.6066 -10.5275  -0.44
20 C 18.4349 36.6103 -9.8477  -0.51
21 H 20.3985 33.9698 -9.6255  0.21
22 H 20.9302 35.6941 -9.0795  0.19
23 H 18.7198 35.0053 -11.1652  0.23
24 H 20.1146 36.1314 -11.1232  0.21
25 H 17.5790 36.8530 -10.4776  0.26
26 H 18.9110 37.4639 -9.3652  0.23
27 O 15.5547 37.0622 -5.0545  -0.63
28 C 15.8558 37.4796 -3.9220  0.82
29 O 15.4551 36.8873 -2.8109  -0.48
30 C 15.7695 37.7886 -1.6962  -0.08
31 C 17.1216 38.3353 -2.1402  -0.43
32 C 16.8912 38.5953 -3.6075  -0.53
33 H 15.9087 37.1171 -0.8489  0.20
34 H 14.8450 38.3409 -1.5281  0.20
35 H 17.8933 37.5824 -1.9800  0.22
36 H 17.3729 39.2274 -1.5665  0.22
37 H 17.8477 38.5163 -4.1243  0.25
38 H 16.4508 39.5801 -3.7633  0.25
39 O 15.4113 34.3353 -5.9532  -0.61
40 C 16.1981 33.8017 -5.1518  0.81
41 O 17.5184 33.8223 -5.3322  -0.45
42 C 18.1302 33.0037 -4.4208  -0.07
43 C 16.9775 32.0671 -3.9226  -0.42
44 C 15.8346 32.9994 -3.9790  -0.53
45 H 18.5359 33.5008 -3.5397  0.17
46 H 18.8742 32.3904 -4.9293  0.20
47 H 17.1347 31.7476 -2.8924  0.22
48 H 16.7183 31.2895 -4.6412  0.22
49 H 15.7301 33.6973 -3.1483  0.24
50 H 14.8819 32.4734 -4.0403  0.25
51 O 13.0886 37.1337 -5.7251  -0.63
52 C 11.8817 37.4233 -5.4603  0.83
53 O 10.9484 37.7842 -6.4650  -0.47
54 C 9.7135 38.2733 -5.8737  -0.06
55 C 9.9501 38.1403 -4.3425  -0.44
56 C 11.1402 37.3009 -4.1038  -0.52
57 H 8.8410 37.7503 -6.2652  0.19
58 H 9.5863 39.3203 -6.1488  0.19
59 H 9.1082 37.7317 -3.7836  0.22
60 H 10.1204 39.1392 -3.9411  0.21
61 H 10.9710 36.2305 -3.9869  0.25
62 H 11.6928 37.6806 -3.2444  0.24

Its net charge is 0. The calculation puts the relative energy (zero: lowest compared OMol25 entry of this formula, charge and spin) at 79.8 kcal per mole. For the HOMO-LUMO gap, the calculation gives 6.231 eV. The LUMO energy comes out at 0.0087 Ha.

# 6
Computed, not measured: C19H32N2O2 in the gas phase, with wB97M-V/def2-TZVPD.

Each line ends with the natural charge from an NBO analysis.
Geometry (Å):
1 C 4.5734 4.5154 0.0577  -0.60
2 C 4.7295 3.1208 0.6514  -0.39
3 C 4.5584 2.0309 -0.4039  -0.39
4 C 4.7042 0.6320 0.1882  -0.39
5 C 4.5303 -0.4573 -0.8675  -0.42
6 C 4.5916 -1.8553 -0.2464  -0.06
7 O 3.5805 -2.0728 0.7142  -0.52
8 C 2.2893 -2.2424 0.3132  0.38
9 C 1.3411 -2.2575 1.3395  -0.28
10 C 0.0059 -2.4398 1.0589  -0.18
11 C -0.4299 -2.6067 -0.2523  -0.07
12 C 0.5124 -2.5936 -1.2663  -0.18
13 C 1.8604 -2.4173 -0.9969  -0.33
14 H 2.5586 -2.4211 -1.8194  0.22
15 H 0.1975 -2.7225 -2.2926  0.21
16 C -1.8960 -2.7870 -0.5349  -0.23
17 N -2.6767 -1.7442 0.1100  -0.44
18 C -2.4002 -0.4360 -0.4498  -0.23
19 C -3.1427 0.6289 0.3476  -0.23
20 N -4.5726 0.3778 0.2868  -0.47
21 C -4.8459 -0.9332 0.8473  -0.22
22 C -4.1010 -1.9987 0.0492  -0.22
23 H -4.3032 -2.9814 0.4824  0.20
24 H -4.4711 -1.9924 -0.9928  0.17
25 H -5.9203 -1.1246 0.7912  0.20
26 H -4.5300 -0.9933 1.9028  0.17
27 C -5.3597 1.4378 0.8982  -0.24
28 H -4.9200 1.8047 1.8391  0.18
29 C -5.5144 2.5910 -0.0995  -0.06
30 O -5.9844 2.1161 -1.3331  -0.72
31 H -5.5304 1.2729 -1.4810  0.48
32 H -4.5530 3.1096 -0.2341  0.15
33 H -6.2440 3.3162 0.2685  0.18
34 H -6.3532 1.0375 1.1139  0.20
35 H -2.9307 1.6115 -0.0772  0.20
36 H -2.7813 0.6117 1.3905  0.17
37 H -1.3250 -0.2528 -0.3941  0.22
38 H -2.7126 -0.3794 -1.5092  0.17
39 H -2.0693 -2.8125 -1.6264  0.17
40 H -2.2262 -3.7460 -0.1207  0.21
41 H -0.7226 -2.4416 1.8548  0.22
42 H 1.6866 -2.1263 2.3531  0.22
43 H 5.5240 -1.9690 0.3142  0.19
44 H 4.5626 -2.6277 -1.0255  0.17
45 H 3.5673 -0.3222 -1.3643  0.21
46 H 5.3161 -0.3790 -1.6215  0.21
47 H 3.9553 0.4877 0.9698  0.21
48 H 5.6890 0.5329 0.6508  0.19
49 H 5.3041 2.1705 -1.1906  0.19
50 H 3.5716 2.1278 -0.8633  0.19
51 H 3.9873 2.9768 1.4398  0.19
52 H 5.7179 3.0290 1.1074  0.19
53 H 5.3169 4.6852 -0.7182  0.20
54 H 3.5862 4.6333 -0.3841  0.20
55 H 4.6987 5.2756 0.8252  0.21

Its net charge is 0. The calculation puts the relative energy (zero: lowest compared OMol25 entry of this formula, charge and spin) at 43.8 kcal per mole. For the HOMO-LUMO gap, the calculation gives 9.144 eV. The SMILES is CCCCCCOc1ccc(CN2CCN(CCO)CC2)cc1. The LUMO energy comes out at 0.0292 Ha.

no.,E (Eh)
1,-1763.438652
2,-2403.948417
3,-1196.647175
4,-16864.394807
5,-1648.798687
6,-1003.155173